{
  "formula": "C4H7N3O7",
  "method": "wB97M-V/def2-TZVPD",
  "species": ["O", "O", "O", "O", "O", "O", "O", "N", "N", "N", "C", "C", "C", "C", "H", "H", "H", "H", "H", "H", "H"],
  "xyz": [[0.44988, -0.41635, -0.22045], [0.02452, -1.06464, 2.26447], [2.03186, 1.22994, -0.36056], [-1.49346, 0.28492, -1.01322], [-1.79152, -2.11256, 2.69850], [-3.43779, -0.01281, 1.58832], [-3.84327, -1.56678, 0.17535], [-1.03873, -1.47773, 2.00812], [-3.10321, -0.86444, 0.78284], [-0.95576, -0.37732, -0.15444], [1.43163, 1.83981, 0.76182], [1.16836, 0.44880, -1.11928], [-1.64424, -1.03751, 0.77208], [1.87418, -0.34382, -2.21541], [2.46547, 0.32310, -2.86968], [1.11737, -0.84474, -2.76509], [0.37325, 2.01944, 0.37925], [2.54886, -1.22380, -1.95137], [0.31041, 1.09446, -1.45742], [1.99669, 2.83048, 1.02124], [1.51551, 1.27156, 1.67493]],
  "nbo_charge": [-0.35, -0.32, -0.52, -0.38, -0.36, -0.34, -0.28, 0.53, 0.52, 0.43, -0.26, 0.35, 0.17, -0.65, 0.24, 0.23, 0.17, 0.24, 0.19, 0.20, 0.20],
  "smiles": "CO[C@@H](C)O[N+]([O-])=C([N+](=O)[O-])[N+](=O)[O-]",
  "relative_energy_kj_mol": 0.00,
  "gap_ev": 9.1969,
  "e_tot_ha": -847.16097,
  "e_homo_ev": -10.6,
  "fmax_ev_per_a": 3.434
}

{
  "formula": "C4H14N2O",
  "method": "wB97M-V/def2-TZVPD",
  "species": ["O", "N", "N", "C", "C", "C", "C", "H", "H", "H", "H", "H", "H", "H", "H", "H", "H", "H", "H", "H", "H"],
  "xyz": [[2.17439, 0.07993, 0.94769], [0.58492, -2.06846, -0.07527], [-2.64107, 0.52431, 0.51004], [-0.30088, 0.78143, -0.35908], [-1.42444, 1.33247, 0.60728], [-0.36404, -0.24959, -1.47308], [0.79542, -1.35100, -1.35671], [0.72972, -2.04856, -2.24092], [-3.51371, 0.65795, 1.06246], [1.64786, -0.68244, -0.99293], [0.44689, 0.31397, 0.29386], [-1.60772, 2.42030, 0.38875], [4.94478, 3.96676, 3.94563], [-1.39184, -0.62270, -1.58705], [-0.17227, 0.25694, -2.38410], [1.35544, -2.76658, -0.13292], [-0.00701, 1.69641, -0.74749], [4.69437, 4.30164, 4.56629], [-0.80867, 1.41123, 1.56783], [-2.50538, -0.47224, 0.55619], [0.94912, -1.34288, 0.56901]],
  "mulliken_spin": [1.90, 0.06, -0.77, 0.03, -0.04, 0.00, -0.01, 0.00, 0.01, 0.00, -0.01, -0.04, 0.00, 0.00, 0.00, 0.00, -0.02, 0.00, -0.11, 0.02, -0.01],
  "relative_energy_kj_mol": 804.29,
  "spin_multiplicity": 2,
  "gap_ev": [4.2709, 7.1048],
  "e_tot_ha": -344.93773,
  "charge": 1,
  "e_homo_ev": [-13.2, -13.1],
  "fmax_ev_per_a": 3.432
}

{
  "formula": "C19H22ClN7",
  "method": "wB97M-V/def2-TZVPD",
  "species": ["Cl", "N", "N", "N", "N", "N", "N", "N", "C", "C", "C", "C", "C", "C", "C", "C", "C", "C", "C", "C", "C", "C", "C", "C", "C", "C", "C", "H", "H", "H", "H", "H", "H", "H", "H", "H", "H", "H", "H", "H", "H", "H", "H", "H", "H", "H", "H", "H", "H"],
  "xyz": [[4.27904, -2.24933, 3.71469], [-0.93450, 0.70448, -1.41361], [4.18607, -0.25264, -0.74834], [3.99396, -1.09398, 1.38150], [1.18342, 0.17216, -0.60544], [0.02949, -0.73785, 1.84901], [2.02308, -1.46479, 2.56074], [-2.04121, -0.00088, 1.19475], [3.32751, -1.51610, 2.41604], [5.63088, -0.43066, -0.71455], [-4.79604, 0.70528, 2.71161], [3.68005, 0.15411, -2.07500], [-6.34144, -0.84593, 0.95206], [1.92339, -0.40949, 0.38304], [-0.69643, -0.13283, 0.90790], [-1.64386, 2.03037, -1.33812], [-4.22750, -0.39308, 2.04586], [-5.02637, -1.12365, 1.11431], [4.95380, 0.40345, -2.92115], [-6.90549, 0.19572, 1.68297], [3.33977, -0.57518, 0.34092], [-2.74280, -0.72411, 2.21349], [6.10029, 0.34971, -1.91860], [1.32741, -0.87991, 1.58397], [-0.12165, 0.28820, -0.37162], [-6.17702, 0.95317, 2.57539], [-0.61081, 0.16844, -2.76291], [-2.55934, -1.81175, 2.14413], [5.02139, -0.39772, -3.61872], [-2.59779, 2.04176, -1.91527], [-4.25352, 1.33816, 3.42025], [-1.56205, 0.16387, -3.32966], [-1.93528, 2.22073, -0.31738], [6.99432, -0.12277, -2.35452], [-6.95171, -1.37597, 0.25626], [0.09271, 0.82070, -3.29526], [-0.23720, -0.85004, -2.73415], [3.08709, -0.65787, -2.53620], [4.96128, 1.38939, -3.41595], [-2.40040, -0.40869, 3.20453], [-0.99154, 2.85163, -1.65015], [-7.95493, 0.39619, 1.52351], [-4.63010, -1.92334, 0.50683], [-6.65909, 1.75129, 3.10155], [6.09864, -0.03282, 0.18295], [-2.58065, 0.39167, 0.39589], [5.92873, -1.49837, -0.79516], [3.09978, 1.07301, -1.98706], [6.31663, 1.34628, -1.54533]],
  "nbo_charge": [-0.01, -0.47, -0.40, -0.55, -0.40, -0.45, -0.50, -0.58, 0.44, -0.20, -0.20, -0.20, -0.21, -0.03, 0.38, -0.41, -0.04, -0.21, -0.41, -0.21, 0.47, -0.23, -0.41, 0.35, 0.32, -0.21, -0.40, 0.21, 0.20, 0.21, 0.22, 0.20, 0.21, 0.22, 0.21, 0.19, 0.22, 0.19, 0.22, 0.22, 0.19, 0.21, 0.21, 0.22, 0.22, 0.41, 0.19, 0.21, 0.20],
  "smiles": "CN(C)c1nc2c(N3CCCC3)nc(Cl)nc2nc1NCc1ccccc1",
  "relative_energy_kj_mol": 0.00,
  "gap_ev": 7.9121,
  "e_tot_ha": -1580.71366,
  "e_homo_ev": -7.8,
  "fmax_ev_per_a": 3.282
}